(1)
Density functional theory data (ωB97M-V/def2-TZVPD) for the molecule C18H18Cl2F5NO4S.

The geometry in XYZ format:
```
49
Properties=species:S:1:pos:R:3:forces:R:3
C -3.1819 3.2777 -0.3035 0.19 0.18 -0.38
C -2.4976 2.1582 -0.6456 -0.02 -0.55 0.35
C -2.8257 0.8066 0.0080 -2.18 1.08 -2.07
Cl -3.2988 1.1837 1.7140 0.66 -0.47 0.09
C -4.1430 0.1349 -0.5382 -0.31 -0.11 0.91
O -4.9344 0.5293 -1.3504 0.70 -0.29 0.92
N -4.2039 -1.1066 0.2062 1.05 -0.18 -1.67
C -2.8000 -1.5909 0.1344 0.19 0.56 -0.71
S -2.3081 -2.8932 1.3042 -1.87 -2.22 -0.30
O -1.4722 -3.8483 0.6454 1.62 1.19 -0.31
O -3.5232 -3.5301 1.7277 -0.65 1.15 0.60
C -1.5155 -2.2745 2.8662 0.27 -0.62 0.87
F -0.2014 -2.5248 2.8230 0.09 0.21 -0.35
F -1.7283 -0.9795 3.0962 -0.02 0.08 -0.32
C -2.0547 -3.0549 4.1239 0.51 0.73 0.16
F -1.9768 -4.3643 3.9822 -0.34 0.00 -0.15
F -1.2361 -2.7086 5.1344 -0.09 -0.03 -0.04
F -3.2683 -2.6334 4.4395 -0.14 -0.44 -0.13
C -1.8593 -0.3722 -0.2061 -0.58 0.31 0.15
Cl -1.7891 -0.4702 -2.0458 0.28 0.10 0.13
C -0.4578 -0.3049 0.3832 0.24 -0.12 -0.24
C 0.6140 0.3350 -0.5335 1.14 -1.38 0.69
C 1.3645 -0.7820 -1.3361 -0.65 0.84 -0.46
O 1.5699 0.9149 0.3662 -0.81 0.67 -0.29
C 2.2227 2.0500 -0.1729 1.10 0.36 0.65
C 3.4884 1.6997 -0.9362 -1.22 0.29 -0.01
C 3.5545 1.8235 -2.3040 -0.36 0.22 -0.35
C 4.7024 1.4583 -2.9598 0.52 -0.06 -1.63
C 5.7983 0.9565 -2.3029 0.04 0.00 0.24
C 5.7224 0.8645 -0.9319 1.04 -0.61 0.43
C 4.5843 1.2254 -0.2587 0.03 -0.05 0.90
H -2.6534 4.1201 0.1484 0.15 0.69 -1.81
H -4.2597 3.3858 -0.4254 -0.16 -0.77 1.67
H -1.7009 2.1859 -1.3878 1.03 0.22 1.28
H -4.6773 -1.7808 -0.3920 -0.85 0.17 0.55
H -2.7946 -2.1658 -0.7959 0.58 -0.72 0.56
H -0.4276 0.2247 1.3388 -0.40 0.05 -0.14
H -0.1123 -1.3272 0.5714 -0.07 0.11 0.10
H 0.2184 1.1042 -1.1980 -0.09 -0.03 0.15
H 2.4009 -0.8233 -1.0065 -0.07 0.00 -0.01
H 1.3283 -0.4919 -2.3907 0.24 -0.40 0.00
H 0.9064 -1.7646 -1.2140 0.00 0.09 -0.10
H 2.5571 2.6393 0.6904 -0.25 -0.08 0.00
H 1.5645 2.7094 -0.7518 -0.12 -0.34 -0.10
H 2.7153 2.2026 -2.8787 -0.03 0.00 0.12
H 4.7873 1.5477 -4.0398 -0.29 0.08 0.06
H 6.6895 0.6435 -2.8298 -0.04 0.07 -0.05
H 6.5782 0.4725 -0.3903 -0.11 0.08 0.09
H 4.5344 1.1383 0.8227 0.05 -0.03 -0.06
```
Forces are in eV/Å.

As for the total charge: 0. For the HOMO-LUMO gap, the calculation gives 8.450 eV. Its spin multiplicity is 1.

natural (NBO) population analysis, charges in e, atoms 1 to 4: -0.335 -0.228 -0.183 0.009


(2)
Density functional theory data (ωB97M-V/def2-TZVPD) for the molecule C18H18Cl2N2O3.

The geometry in XYZ format:
```
43
Properties=species:S:1:pos:R:3:forces:R:3
C -1.3922 2.7533 -2.7577 0.11 -0.16 -1.07
C -2.4908 2.8168 -1.7510 -0.85 0.14 0.32
C -3.3058 1.5241 -1.5713 0.10 0.61 -1.05
N -2.5965 0.5013 -0.8370 0.33 -0.84 0.73
C -2.7560 0.4315 0.6220 0.70 -0.08 -0.86
C -1.4787 0.5684 1.4790 0.38 -0.14 -0.23
O -1.5700 0.2827 2.6410 -0.21 -0.38 1.09
N -0.2903 0.9958 0.9329 -0.47 -0.14 -0.43
C 1.0182 0.7821 1.4115 -0.16 0.14 0.03
C 1.3291 0.0639 2.5968 0.05 0.34 -0.74
C 2.6374 -0.1397 2.9790 1.06 0.64 -1.01
C 3.6846 0.3587 2.1412 -1.06 -0.36 1.24
Cl 5.3450 0.1221 2.6525 -0.43 0.07 -0.31
C 3.3825 1.0741 0.9970 0.88 -0.11 -0.40
C 2.0610 1.3016 0.6219 0.14 -0.79 1.00
Cl 1.7518 2.1477 -0.8527 -0.06 0.04 -0.02
C -1.8964 -0.4687 -1.5343 0.11 0.65 -0.98
O -1.7464 -0.3874 -2.7438 -0.30 0.35 -0.23
C -1.2113 -1.5689 -0.8465 1.98 -0.66 0.70
C 0.1431 -1.7496 -1.0192 -2.81 0.44 0.50
C 0.9571 -2.6895 -0.2753 0.79 0.21 -1.45
C 2.3335 -2.6194 -0.2064 -0.52 0.31 -0.21
C 2.6960 -3.7402 0.5646 1.44 -0.62 0.83
C 1.5779 -4.4093 0.9071 -0.16 0.83 -1.16
O 0.4469 -3.8300 0.3131 1.86 0.77 0.92
H -1.7630 2.4814 -3.7660 0.09 -0.30 0.62
H -0.9707 3.7343 -2.9206 0.44 0.34 0.28
H -0.6271 2.0513 -2.4478 0.25 -0.09 -0.24
H -2.1177 3.1539 -0.7701 -0.02 -0.15 -0.14
H -3.1947 3.5873 -2.0704 -0.15 0.08 0.06
H -3.5969 1.1177 -2.5745 0.24 0.31 0.90
H -4.1990 1.8262 -1.0272 -0.20 -0.43 0.10
H -3.2125 -0.5351 0.8861 0.16 0.44 0.29
H -3.4029 1.2481 0.9457 -0.11 -0.18 -0.07
H -0.3288 1.2792 -0.0335 -0.07 -0.01 -0.13
H 0.5533 -0.3602 3.2066 -0.31 0.17 -0.03
H 2.8496 -0.6548 3.9138 0.11 0.06 -0.33
H 4.2113 1.4090 0.3532 -0.57 -0.03 0.38
H -1.7819 -2.2129 -0.1886 0.11 -0.01 0.22
H 0.6439 -1.0577 -1.7074 0.05 -0.34 0.40
H 3.0372 -1.8758 -0.6426 -1.04 -0.60 0.40
H 3.7201 -4.0374 0.8723 -0.98 0.29 -0.24
H 1.5501 -5.2757 1.5064 -0.88 -0.78 0.33
```
Forces are in eV/Å.

Its relative energy (zero: lowest compared OMol25 entry of this formula, charge and spin) is 0.000 eV. As for the total charge: 0. For the HOMO-LUMO gap, the calculation gives 8.441 eV. Its spin multiplicity is 1.

natural (NBO) population analysis, charges in e, atoms 1 to 4: -0.607 -0.402 -0.214 -0.460


(3)
Density functional theory data (ωB97M-V/def2-TZVPD) for a structure of composition C18H18F4NO.

The geometry in XYZ format:
```
42
Properties=species:S:1:pos:R:3:forces:R:3
F -3.6119 4.2631 -0.9669 0.21 -1.77 0.02
C -3.5826 2.8839 -0.9596 0.33 0.93 0.06
C -4.7907 2.2175 -1.1184 0.70 -0.40 -0.23
C -4.6884 0.8306 -1.1227 -0.83 -0.76 0.15
F -5.8568 0.1045 -1.2122 1.50 0.78 -0.09
C -3.4816 0.1349 -0.9954 -0.13 -0.22 0.32
C -2.2801 0.8276 -0.7611 -0.40 0.16 0.14
C -0.9758 0.0369 -0.6069 -0.07 -0.78 -0.67
C 0.2700 0.8189 -0.7341 0.45 -0.05 -0.21
C 1.4817 0.2575 -0.9535 -1.08 -0.31 0.60
C 2.7393 0.9597 -1.0333 1.74 1.09 0.19
C 3.9504 0.2228 -1.0750 -0.69 0.12 -0.39
C 5.1567 0.8835 -1.2284 1.09 0.17 -0.06
F 6.3191 0.1514 -1.3451 -1.44 0.77 0.22
C 5.2629 2.2792 -1.2839 -0.69 -0.35 0.14
C 4.0621 2.9911 -1.1725 0.10 0.72 0.01
F 4.1178 4.3712 -1.2307 -0.11 -1.76 0.14
C 2.8211 2.3775 -1.0162 0.11 -0.36 -0.42
C -2.3477 2.2394 -0.7734 -0.06 0.10 0.39
H -5.7275 2.7359 -1.3019 0.17 -0.11 0.20
H -3.4863 -0.9581 -1.0442 -0.16 0.36 0.00
H -1.0069 -0.8711 -1.2403 0.10 0.55 0.38
H 0.1943 1.9117 -0.7490 -0.04 -0.61 0.31
H 1.5451 -0.8329 -1.0006 0.02 0.19 -0.06
H 3.9193 -0.8624 -1.0515 0.14 0.13 -0.04
H 6.2186 2.7875 -1.3931 -0.24 -0.17 -0.02
H 1.9208 2.9899 -0.9546 0.42 -0.06 -0.04
H -1.4722 2.8669 -0.5994 -0.41 -0.15 -0.12
C 0.1979 -4.3757 2.5568 0.77 -0.14 -0.08
C -0.7487 -3.2506 2.1656 -0.77 -0.10 0.30
O -1.3577 -2.8965 3.4140 0.03 0.69 -0.56
C -0.0631 -2.0578 1.4623 0.83 0.14 -0.13
N -0.9566 -0.9093 0.9882 -1.30 1.16 0.41
H 0.7285 -4.8175 1.7083 -0.11 0.19 -0.04
H 0.9501 -4.0330 3.2816 -0.22 0.09 -0.23
H -0.3418 -5.1959 3.0465 -0.15 0.41 -0.19
H -1.5050 -3.6744 1.4884 -0.06 0.16 -0.01
H -1.9178 -2.1118 3.3194 0.01 -0.34 0.10
H 0.6551 -1.6227 2.1775 -0.18 -0.10 -0.44
H 0.4807 -2.4199 0.5814 -0.09 0.02 0.22
H -0.8395 -0.1111 1.6191 0.16 -0.25 0.00
H -1.9529 -1.1425 1.1148 0.35 -0.16 -0.29
```
Forces are in eV/Å.

Its relative energy (zero: lowest compared OMol25 entry of this formula, charge and spin) is 1.317 eV. As for the total charge: +1. For the HOMO-LUMO gap, the calculation gives 7.679 eV. Its spin multiplicity is 1.

natural (NBO) population analysis, charges in e, atoms 1 to 4: -0.307 0.427 -0.293 0.426


(4)
Density functional theory data (ωB97M-V/def2-TZVPD) for a structure of composition C18H18F6IN4O2PdSb.

The geometry in XYZ format:
```
51
Properties=species:S:1:pos:R:3:forces:R:3
Pd 0.4563 -0.0024 -1.6077 -0.14 0.09 -0.28
C -4.0606 -0.6061 -2.2374 0.02 -0.01 0.00
C -3.6263 -0.0444 -0.9196 0.11 0.04 -0.03
N -4.5326 0.3625 -0.0707 -0.03 0.01 0.10
C -4.1644 0.9189 1.0973 -0.08 -0.04 -0.07
C -2.8620 1.0786 1.4827 0.06 -0.03 -0.03
C -2.5602 1.6840 2.8338 0.03 0.05 -0.02
O -1.5941 2.7216 2.7920 -0.07 0.01 0.14
C -1.8439 0.6369 0.5942 0.02 0.04 -0.01
C -0.4778 0.7529 1.0404 -0.02 -0.05 0.00
N 0.5809 0.2861 0.4734 0.15 0.24 0.25
C 1.8486 0.4323 1.1070 -0.05 -0.15 0.09
C 1.9526 0.3938 2.4979 -0.04 -0.02 -0.05
C 3.1722 0.5714 3.1238 0.05 0.01 0.00
C 4.3260 0.7663 2.3784 -0.03 0.00 0.03
C 4.2536 0.7660 0.9960 -0.05 -0.01 -0.02
C 3.0234 0.5888 0.3848 0.13 -0.02 -0.01
I 2.9958 0.6121 -1.7088 0.04 0.10 0.02
C -2.2325 0.0968 -0.6352 -0.07 0.16 -0.01
O -1.4323 -0.2717 -1.6224 -0.20 -0.43 -0.07
H -5.1414 -0.7129 -2.2382 0.00 0.00 0.00
H -3.5996 -1.5761 -2.4300 -0.02 -0.01 0.01
H -3.7644 0.0571 -3.0522 0.00 0.00 0.00
H -4.9735 1.2423 1.7409 0.01 0.01 0.01
H -2.1491 0.9279 3.5066 -0.01 -0.01 0.00
H -3.4977 2.0274 3.2758 0.00 0.00 0.02
H -1.9423 3.4704 2.2935 0.05 -0.03 -0.10
H -0.3483 1.3123 1.9634 0.03 -0.06 0.03
H 1.0697 0.2165 3.0965 -0.02 -0.01 -0.01
H 3.2191 0.5508 4.2038 0.01 0.00 0.00
H 5.2805 0.9074 2.8655 0.00 0.00 0.00
H 5.1465 0.9116 0.4032 0.00 0.00 0.00
F -0.0864 1.9856 -1.8291 0.15 -0.14 -0.02
Sb 0.3144 3.8518 -1.1603 0.38 0.26 -0.15
F 1.8654 3.7196 -2.2211 -0.08 -0.02 0.02
F 0.6999 5.5498 -0.5103 -0.05 -0.03 0.01
F 1.2984 2.9857 0.2107 -0.05 0.02 -0.03
F -1.2234 3.6045 -0.1129 -0.15 0.02 0.08
F -0.6796 4.4280 -2.6252 -0.06 -0.03 0.06
C 2.4273 -5.1385 -1.3708 0.00 0.01 0.00
N 1.4882 -4.0344 -1.5628 0.00 0.01 0.00
C 0.1585 -4.1451 -1.8885 0.00 0.00 0.00
C -0.3340 -2.8838 -1.9687 0.03 0.00 -0.06
N 0.6971 -2.0088 -1.7020 -0.05 0.00 0.06
C 1.7790 -2.7369 -1.4572 0.01 0.05 0.01
H 1.8965 -6.0706 -1.5376 0.00 0.00 0.00
H 2.8151 -5.1253 -0.3552 0.00 0.00 0.00
H 3.2439 -5.0612 -2.0841 0.00 0.00 0.00
H -0.3150 -5.0994 -2.0356 0.00 0.00 0.00
H -1.3237 -2.5418 -2.2045 -0.01 0.02 0.02
H 2.7559 -2.3579 -1.2135 0.00 -0.01 0.02
```
Forces are in eV/Å.

Its relative energy (zero: lowest compared OMol25 entry of this formula, charge and spin) is 1.380 eV. As for the total charge: +1. For the HOMO-LUMO gap (spin up / spin down), the calculation gives 5.939 / 5.639 eV. Its spin multiplicity is 2.

natural (NBO) population analysis, charges in e, atoms 1 to 4: 1.244 -0.644 0.168 -0.348


(5)
Density functional theory data (ωB97M-V/def2-TZVPD) for a cluster of 6 separate species, C18H18F6O18 in total.

The geometry in XYZ format:
```
60
Properties=species:S:1:pos:R:3:forces:R:3
O -0.0037 3.7597 3.3247 1.10 1.40 -0.03
C 0.0904 4.9663 3.2409 -1.79 -0.93 -0.30
O -0.8257 5.6879 2.5922 -1.05 0.40 -0.49
C -0.7782 7.0510 3.0469 -0.37 -0.29 -0.58
C 0.6864 7.1635 3.4828 -1.98 0.35 -1.24
F 0.7562 8.0571 4.4974 0.52 -0.81 0.69
O 0.9605 5.7907 3.7942 1.98 0.77 1.35
H -1.1421 7.7355 2.2806 0.70 -0.23 -0.46
H -1.5349 7.1977 3.8175 0.48 -0.26 0.71
H 1.3046 7.5566 2.6758 0.46 -0.58 0.16
O 2.0145 5.5466 0.7263 1.38 -4.52 -1.30
C 2.5133 4.4617 0.3025 -2.76 7.16 -0.78
O 2.4045 4.0227 -0.9620 -3.42 2.15 0.33
C 2.8561 2.7459 -1.0055 2.42 -1.67 -1.38
C 3.9843 2.8418 -0.0087 -0.80 -1.65 0.09
F 5.0769 3.3003 -0.6259 0.85 0.78 0.21
O 3.4065 3.7762 0.8773 2.90 -1.59 3.17
H 2.2135 1.9067 -0.7394 -0.67 0.35 -0.23
H 3.2710 2.7251 -2.0133 -0.05 -1.17 0.02
H 4.2286 1.9420 0.5559 0.05 0.13 -0.01
O 3.4828 -1.9255 0.6045 -4.17 -2.57 1.65
C 2.5722 -2.6245 1.1111 3.48 1.40 -1.65
O 1.8372 -3.5923 0.4747 1.77 1.03 -2.10
C 0.9873 -4.2137 1.3476 -0.41 -0.39 2.61
C 1.6901 -3.9292 2.6956 -2.08 1.23 0.92
F 2.5998 -4.7688 3.2820 -0.37 0.27 -1.18
O 2.2848 -2.6438 2.4376 0.03 -1.20 -0.31
H 0.0210 -3.7095 1.3518 0.01 0.55 0.25
H 0.6517 -5.2461 1.2501 1.22 -0.29 -0.84
H 0.8650 -3.7792 3.3918 0.47 0.05 0.58
O -3.6105 -6.7153 -2.8963 4.14 0.61 0.84
C -2.4883 -6.2632 -2.5806 -5.24 -6.39 -3.15
O -2.3375 -5.1904 -2.0153 -1.66 7.02 2.51
C -1.1159 -4.5774 -2.3097 1.49 -2.21 0.66
C -0.3018 -5.9367 -2.1821 -0.35 1.45 -2.11
F 0.0129 -6.2140 -0.9220 0.01 -0.62 1.07
O -1.2792 -6.8619 -2.7332 1.48 0.22 0.30
H -0.9937 -4.3039 -3.3578 -0.53 0.47 -0.02
H -1.0133 -3.7726 -1.5817 0.69 -0.18 -0.19
H 0.5936 -5.9556 -2.8034 -0.07 -0.33 0.08
O -3.4428 -3.8247 -4.9381 0.31 -0.48 -0.28
C -3.3723 -2.7483 -4.4474 -1.44 -1.10 -0.15
O -2.7190 -1.7320 -4.9042 3.38 2.99 -2.35
C -2.8215 -0.5833 -4.0510 0.06 -0.15 0.69
C -3.2517 -1.2391 -2.8060 0.88 -3.74 -2.08
F -3.9838 -0.5524 -2.0508 -2.61 2.43 2.64
O -4.0307 -2.3239 -3.4032 -1.34 -0.32 3.48
H -1.8924 -0.1185 -3.7212 0.32 0.29 -1.47
H -3.6365 0.0861 -4.3264 0.39 0.18 -0.56
H -2.4365 -1.6982 -2.2468 0.15 -0.07 0.20
O -0.5061 -1.5276 -0.0172 -0.96 0.87 0.32
C -0.5094 -0.4712 0.5546 -0.83 0.09 -0.78
O 0.5822 -0.0001 1.1431 -0.10 -0.12 -1.63
C 0.2570 1.1997 1.7687 0.57 0.27 3.25
C -1.1133 1.6287 1.3663 0.45 -2.01 -0.66
F -0.9808 2.4976 0.3926 -0.04 2.51 -1.77
O -1.5949 0.4520 0.6650 1.20 -1.63 1.06
H 0.2709 0.8390 2.7972 -0.06 1.12 0.54
H 0.9522 2.0293 1.6399 0.20 -0.40 -0.17
H -1.7118 2.0754 2.1602 -0.41 -0.67 -0.14
```
Forces are in eV/Å.

Its relative energy (zero: lowest compared OMol25 entry of this formula, charge and spin) is 4.637 eV. As for the total charge: 0. For the HOMO-LUMO gap, the calculation gives 10.469 eV. Its spin multiplicity is 1.

natural (NBO) population analysis, charges in e, atoms 1 to 4: -0.628 1.005 -0.487 -0.135